# C19H24N6OS

The molecule C19H24N6OS in a non-equilibrium geometry (ωB97M-V/def2-TZVPD, the Open Molecules 2025 dataset).

ORCA input file:
```
! RIJCOSX wB97M-V def2-TZVPD def2/J DEFGRID3
* xyz 0 1
C -4.8507 -1.3668 0.5820
C -3.7969 -0.6614 1.4403
C -3.1061 0.3998 0.6249
C -3.6432 1.7063 0.5534
C -4.7879 2.1379 1.4146
N -3.1892 2.6289 -0.2668
C -2.1932 2.3110 -1.0663
N -1.5696 3.0487 -1.9698
C -0.6229 2.2405 -2.4426
N -0.5835 1.0320 -1.9125
N -1.5903 1.0461 -1.0296
C -2.0185 0.0745 -0.1807
N -1.4208 -1.1652 -0.1531
C -0.6731 -1.5616 1.0242
C 0.8257 -1.3185 0.8231
C 1.3219 -2.1185 -0.3850
C 2.8283 -1.9328 -0.5477
O 3.6237 -2.8155 -0.3034
N 3.1981 -0.7055 -0.9686
C 4.5818 -0.2939 -1.0731
C 4.8965 0.7980 -0.1041
C 5.8054 0.8072 0.9057
C 5.8129 2.0191 1.6354
C 4.9023 2.9108 1.1750
S 4.0185 2.2974 -0.1657
C 0.5312 -1.7104 -1.6281
C -0.9732 -1.8210 -1.3664
H -5.3822 -2.1083 1.1732
H -4.3733 -1.8682 -0.2565
H -5.5726 -0.6555 0.1879
H -4.2744 -0.2122 2.3104
H -3.0899 -1.4085 1.7926
H -5.0249 3.1700 1.1750
H -4.5233 2.0683 2.4684
H -5.6651 1.5195 1.2390
H 0.0731 2.5419 -3.1997
H -0.8500 -2.6278 1.2075
H -1.0190 -0.9882 1.8852
H 0.9962 -0.2509 0.6626
H 1.3665 -1.6201 1.7216
H 1.1629 -3.1839 -0.1851
H 2.5036 0.0087 -1.1214
H 5.1918 -1.1742 -0.8544
H 4.7826 0.0386 -2.0995
H 6.4517 -0.0239 1.1226
H 6.4671 2.2111 2.4665
H 4.6864 3.8969 1.5350
H 0.7435 -0.6785 -1.9064
H 0.7929 -2.3551 -2.4680
H -1.2462 -2.8788 -1.2602
H -1.5247 -1.4074 -2.2115
*
```

Results
LUMO level ... 0.54 eV
E_tot ... -1540.40297 Eh
HOMO level ... -8.550 eV
Gap between HOMO and LUMO ... 9.09 eV